{"formula": "C5H10N2S", "method": "ωB97M-V with the def2-TZVPD basis set", "gap_ha": 0.2990, "lumo_energy_ev": -0.32, "mol_weight_da": 130.22, "homo_energy_ev": -8.5, "energy_ha": -703.98835, "de_lowest_kcal_mol": 147.7, "symbols": ["C", "C", "C", "C", "C", "H", "H", "H", "H", "H", "H", "H", "H", "H", "H", "N", "N", "S"], "coordinates": [[1.964, -0.373, 0.137], [1.465, 0.382, -1.114], [0.006, 0.062, -1.396], [-1.644, 1.412, 0.185], [-1.582, -1.109, 1.674], [3.170, -0.557, 0.095], [1.550, 0.184, 0.997], [1.284, -1.509, 0.343], [1.670, 1.552, -1.048], [2.101, -0.324, -1.957], [-0.436, 0.756, -2.018], [-0.048, -0.918, -1.616], [-1.846, 2.133, -0.916], [-1.601, -2.084, 2.013], [-1.814, -0.485, 2.437], [-0.973, 0.152, -0.204], [-0.920, -1.024, 0.578], [-2.346, 1.751, 1.810]]}


{"formula": "C10H21NO8PReS2", "method": "ωB97M-V with the def2-TZVPD basis set", "gap_ha": [0.2964, 0.2782], "lumo_energy_ev": [0.14, -0.06], "spin_multiplicity": 3, "mol_weight_da": 564.59, "homo_energy_ev": [-7.9, -7.6], "s2": 2.007, "energy_ha": -2266.47836, "de_lowest_kcal_mol": 26.3, "symbols": ["Re", "O", "C", "C", "N", "C", "C", "O", "O", "C", "C", "O", "O", "H", "H", "H", "H", "H", "H", "H", "H", "H", "C", "C", "O", "P", "S", "S", "O", "C", "C", "H", "H", "H", "H", "H", "H", "H", "H", "H", "H", "O", "H", "H"], "coordinates": [[0.104, 0.745, -1.053], [-0.630, -0.604, -2.609], [-1.937, -0.086, -2.956], [-1.869, 1.408, -3.240], [-1.120, 2.135, -2.183], [-1.935, 2.801, -1.152], [-1.070, 3.065, 0.097], [-1.392, 3.910, 0.889], [0.007, 2.302, 0.205], [-0.155, 3.080, -2.796], [1.064, 2.302, -3.303], [1.646, 2.643, -4.303], [1.404, 1.301, -2.526], [-0.026, -0.604, -3.368], [-2.560, -0.307, -2.092], [-2.325, -0.628, -3.818], [-2.876, 1.815, -3.356], [-1.343, 1.566, -4.184], [-2.746, 2.136, -0.853], [-2.357, 3.745, -1.505], [0.188, 3.773, -2.026], [-0.608, 3.651, -3.606], [2.733, -4.727, 2.942], [1.467, -4.138, 2.369], [1.841, -3.003, 1.557], [0.708, -2.023, 1.013], [1.757, -0.714, -0.131], [-0.842, -2.938, 0.237], [0.171, -1.232, 2.311], [1.107, -0.502, 3.145], [0.574, 0.890, 3.374], [2.491, -5.600, 3.548], [3.248, -3.999, 3.569], [3.406, -5.033, 2.142], [0.786, -3.807, 3.156], [0.937, -4.851, 1.737], [2.085, -0.473, 2.661], [1.197, -1.060, 4.078], [0.527, 1.451, 2.439], [1.230, 1.430, 4.058], [-0.421, 0.853, 3.822], [-1.571, 0.037, 0.263], [-1.347, 0.254, 1.182], [-1.550, -0.964, 0.264]]}


{"formula": "C21H23Br3F3HgO6", "method": "ωB97M-V with the def2-TZVPD basis set", "gap_ha": 0.2418, "total_charge": 1, "lumo_energy_ev": -4.71, "mol_weight_da": 868.70, "homo_energy_ev": -11.3, "energy_ha": -9440.19667, "symbols": ["Hg", "F", "F", "C", "C", "C", "C", "C", "C", "H", "H", "H", "H", "H", "F", "C", "C", "C", "C", "C", "C", "H", "H", "H", "H", "H", "C", "C", "C", "O", "C", "O", "O", "H", "H", "H", "H", "H", "H", "C", "C", "C", "O", "C", "O", "O", "H", "H", "H", "H", "H", "H", "C", "Br", "Br", "Br", "H"], "coordinates": [[1.666, 2.733, -1.370], [0.761, 4.493, -1.006], [0.537, 3.338, 2.907], [-0.752, 3.181, 2.590], [-1.680, 2.733, 3.548], [-2.969, 2.512, 3.121], [-3.364, 2.789, 1.806], [-2.438, 3.379, 0.978], [-1.127, 3.602, 1.344], [-1.472, 2.649, 4.639], [-3.761, 2.120, 3.816], [-4.425, 2.688, 1.521], [-2.766, 3.666, 0.017], [-0.447, 4.004, 0.584], [2.623, -0.588, 1.770], [1.443, -0.847, 1.228], [1.097, -2.062, 0.624], [-0.099, -2.325, -0.049], [-1.117, -1.340, 0.107], [-0.775, -0.146, 0.715], [0.491, 0.112, 1.310], [1.846, -2.850, 0.690], [-0.189, -3.252, -0.628], [-2.101, -1.465, -0.316], [-1.470, 0.666, 0.759], [0.609, 1.134, 1.681], [4.630, 0.501, 4.659], [4.957, 1.748, 3.759], [6.219, 1.678, 3.022], [5.809, 1.405, 1.635], [4.500, 1.767, 1.456], [4.040, 1.758, 0.313], [3.950, 2.017, 2.625], [5.443, 0.333, 5.382], [4.465, -0.390, 4.031], [3.678, 0.918, 5.181], [4.692, 2.718, 4.343], [6.841, 0.851, 3.314], [6.793, 2.597, 3.055], [-4.768, -4.852, -5.628], [-4.333, -3.471, -5.129], [-4.778, -2.965, -3.682], [-3.517, -2.649, -3.032], [-2.489, -3.044, -3.894], [-1.336, -2.846, -3.595], [-2.927, -3.515, -5.041], [-4.603, -5.029, -6.706], [-5.905, -4.809, -5.671], [-4.445, -5.604, -4.936], [-4.541, -2.705, -5.856], [-5.272, -3.758, -3.065], [-5.340, -2.085, -3.820], [1.490, -0.383, -3.079], [1.137, 1.144, -4.259], [2.452, 0.337, -1.481], [2.565, -1.937, -3.453], [0.469, -0.657, -2.837]]}


{"formula": "C4H8O2", "method": "ωB97M-V with the def2-TZVPD basis set", "gap_ha": 0.3899, "smiles": "CCOCC=O", "lumo_energy_ev": 0.90, "mol_weight_da": 88.11, "homo_energy_ev": -9.7, "energy_ha": -307.65070, "de_lowest_kcal_mol": 38.7, "symbols": ["C", "C", "O", "C", "C", "O", "H", "H", "H", "H", "H", "H", "H", "H"], "coordinates": [[-1.965, -0.523, -0.423], [-0.541, -0.100, -0.726], [-0.162, 0.891, 0.223], [1.235, 1.018, 0.370], [1.750, -0.255, 1.022], [2.390, -1.097, 0.438], [-2.690, 0.247, -0.703], [-2.061, -0.712, 0.651], [-2.208, -1.445, -0.959], [0.125, -0.969, -0.657], [-0.443, 0.305, -1.745], [1.404, 1.878, 1.027], [1.753, 1.174, -0.587], [1.414, -0.413, 2.069]]}


{"formula": "C4H5NS2", "method": "ωB97M-V with the def2-TZVPD basis set", "gap_ha": 0.3321, "smiles": "S=C1N[C@@H]2C[C@H]2S1", "lumo_energy_ev": 0.48, "mol_weight_da": 131.22, "homo_energy_ev": -8.6, "energy_ha": -1006.43670, "de_lowest_kcal_mol": 73.3, "symbols": ["S", "C", "N", "C", "C", "C", "S", "H", "H", "H", "H", "H"], "coordinates": [[0.971, -2.920, 1.447], [0.374, -1.536, 0.814], [1.103, -0.540, 0.171], [0.180, 0.213, -0.624], [-0.520, 1.533, -0.724], [-0.900, 0.557, 0.367], [-1.398, -1.109, 0.825], [2.042, -0.849, -0.160], [-0.205, -0.405, -1.436], [-1.084, 1.634, -1.655], [-0.133, 2.450, -0.311], [-0.431, 0.971, 1.285]]}


- Number 4 is which compound?
  C4H8O2


Repeat the fifth record exactly.
{"formula": "C4H5NS2", "method": "ωB97M-V with the def2-TZVPD basis set", "gap_ha": 0.3321, "smiles": "S=C1N[C@@H]2C[C@H]2S1", "lumo_energy_ev": 0.48, "mol_weight_da": 131.22, "homo_energy_ev": -8.6, "energy_ha": -1006.43670, "de_lowest_kcal_mol": 73.3, "symbols": ["S", "C", "N", "C", "C", "C", "S", "H", "H", "H", "H", "H"], "coordinates": [[0.971, -2.920, 1.447], [0.374, -1.536, 0.814], [1.103, -0.540, 0.171], [0.180, 0.213, -0.624], [-0.520, 1.533, -0.724], [-0.900, 0.557, 0.367], [-1.398, -1.109, 0.825], [2.042, -0.849, -0.160], [-0.205, -0.405, -1.436], [-1.084, 1.634, -1.655], [-0.133, 2.450, -0.311], [-0.431, 0.971, 1.285]]}


Please write out number 5 again, unchanged.
{"formula": "C4H5NS2", "method": "ωB97M-V with the def2-TZVPD basis set", "gap_ha": 0.3321, "smiles": "S=C1N[C@@H]2C[C@H]2S1", "lumo_energy_ev": 0.48, "mol_weight_da": 131.22, "homo_energy_ev": -8.6, "energy_ha": -1006.43670, "de_lowest_kcal_mol": 73.3, "symbols": ["S", "C", "N", "C", "C", "C", "S", "H", "H", "H", "H", "H"], "coordinates": [[0.971, -2.920, 1.447], [0.374, -1.536, 0.814], [1.103, -0.540, 0.171], [0.180, 0.213, -0.624], [-0.520, 1.533, -0.724], [-0.900, 0.557, 0.367], [-1.398, -1.109, 0.825], [2.042, -0.849, -0.160], [-0.205, -0.405, -1.436], [-1.084, 1.634, -1.655], [-0.133, 2.450, -0.311], [-0.431, 0.971, 1.285]]}